C17H31N3O3 | ωB97M-V with the def2-TZVPD basis set

Structure (ORCA input):
```
! RIJCOSX wB97M-V def2-TZVPD def2/J DEFGRID3
* xyz 0 1
C 3.67502 1.99159 -1.24511
C 2.18164 2.09663 -0.94854
O 1.75935 1.29937 0.13957
C 2.17409 1.73222 1.41903
C 1.33766 1.01634 2.47935
C 1.62761 -0.48490 2.54562
N 1.35585 -1.15168 1.29491
C 0.30154 -1.96204 1.10575
O -0.46689 -2.31912 1.97834
C 0.19885 -2.48031 -0.33626
C 1.23542 -3.58890 -0.58614
C 1.58781 -3.41723 -2.06269
C 1.57538 -1.90126 -2.22444
N 0.52460 -1.46658 -1.32060
C -0.26417 -0.39559 -1.64544
O -0.00108 0.31912 -2.59878
N -1.34664 -0.20794 -0.84536
C -2.16477 0.98111 -0.94918
C -1.92585 1.92351 0.23615
C -2.48524 1.35143 1.53737
C -3.97178 1.04262 1.38979
C -4.19271 0.05115 0.25212
C -3.64758 0.61209 -1.05904
H 4.27007 2.41894 -0.44031
H 3.89587 2.53041 -2.16171
H 3.95901 0.95010 -1.37729
H 1.60069 1.72488 -1.79674
H 1.91197 3.14680 -0.76264
H 2.02920 2.81971 1.50713
H 3.24176 1.51645 1.57653
H 1.55035 1.45991 3.45275
H 0.28310 1.16829 2.25088
H 0.99826 -0.95546 3.30518
H 2.68024 -0.64590 2.80485
H 1.76677 -0.72277 0.47457
H -0.81776 -2.87150 -0.48774
H 2.11756 -3.41371 0.03203
H 0.83723 -4.57328 -0.35094
H 0.81653 -3.86773 -2.68808
H 2.54932 -3.85725 -2.31773
H 2.53727 -1.46672 -1.92331
H 1.34888 -1.56195 -3.23644
H -1.43615 -0.73828 0.00395
H -1.84032 1.47138 -1.87388
H -2.41256 2.87800 0.02493
H -0.85270 2.10328 0.32598
H -2.33341 2.06943 2.34728
H -1.95721 0.43332 1.80773
H -4.35967 0.63072 2.32361
H -4.51566 1.96641 1.17744
H -5.25887 -0.15887 0.14266
H -3.69453 -0.89085 0.49086
H -4.20733 1.51076 -1.32625
H -3.77601 -0.11618 -1.86172
*
```

strongest force on any atom = 0.54 eV/Å
DFT total energy = -28746.947 eV
energy relative to the best compared isomer or geometry (same formula, charge and spin) = 0.00 kcal per mole
LUMO = 0.84 eV
SMILES = CCOCCCNC(=O)[C@@H]1CCCN1C(=O)NC1CCCCC1
orbital gap = 9.8 eV



C17H31N3P2V | ωB97M-V with the def2-TZVPD basis set

Structure (ORCA input):
```
! RIJCOSX wB97M-V def2-TZVPD def2/J DEFGRID3
* xyz 0 4
P -0.16353 -1.82845 -5.40712
P 0.10544 1.86368 -5.51871
C -0.50721 -0.57519 -6.71638
C 0.37706 0.67326 -6.85061
H -1.58518 -0.32362 -6.68160
H -0.34167 -1.17929 -7.62542
H 1.44884 0.41463 -6.90224
H 0.08989 1.22528 -7.76121
C -1.47038 2.65896 -5.82754
H -1.72634 3.29413 -4.96854
H -2.27150 1.92645 -6.00977
H -1.32460 3.28503 -6.72354
C 1.36700 3.13146 -5.55226
H 1.07920 3.81671 -6.37085
H 2.36729 2.70590 -5.73628
H 1.35071 3.65860 -4.58696
C -1.33113 -3.14333 -5.68750
H -1.33007 -3.87414 -4.86734
H -0.96003 -3.62445 -6.60896
H -2.34316 -2.74717 -5.86702
C 1.45645 -2.48905 -5.82901
H 2.21941 -1.70225 -5.85290
H 1.33316 -2.94798 -6.81547
H 1.72969 -3.25390 -5.09254
V 0.27216 -0.69368 -1.26737
C 0.79766 2.02757 -2.19854
C -0.55765 2.06520 -2.13650
C -1.49937 1.15588 -2.92509
C -1.92839 -0.28584 -2.54798
C -1.01986 -1.39660 -2.84362
C 0.23045 -1.33739 -3.71918
C 1.17190 -0.09144 -3.71133
C 1.59102 0.73254 -2.46737
C 1.76261 -1.31020 -0.05204
H 1.39903 2.85311 -1.80180
H -1.08994 2.76088 -1.47136
H -1.11591 1.08924 -3.96650
H -2.44619 1.71371 -3.00390
H -2.34928 -0.33265 -1.52667
H -2.79174 -0.50852 -3.19769
H -1.37882 -2.41714 -2.60093
H 0.80165 -2.22016 -3.38286
H 0.68702 0.68131 -4.41277
H 2.10272 -0.40098 -4.23432
H 1.89730 0.13057 -1.57170
H 2.58362 1.12127 -2.80552
H 2.14220 -0.44066 0.51071
H 2.52170 -1.84662 -0.63895
H 1.07578 -1.95818 0.52141
N -0.73231 0.16639 0.09030
C -1.18442 0.51295 1.12791
N -1.90288 0.73733 2.14952
C -1.48139 1.44508 3.18267
N -1.24597 2.04708 4.15843
*
```

strongest force on any atom = 3.38 eV/Å
DFT total energy = -66857.957 eV
energy relative to the best compared isomer or geometry (same formula, charge and spin) = 0.00 kcal per mole
LUMO (spin up / spin down) = -0.38 / -0.39 eV
<S²> = 3.773
orbital gap (spin up / spin down) = 4.9 / 6.2 eV



C17H31N4O2 | ωB97M-V with the def2-TZVPD basis set

Structure (ORCA input):
```
! RIJCOSX wB97M-V def2-TZVPD def2/J DEFGRID3
* xyz 1 1
C 4.04433 3.25386 -0.52851
C 2.65879 3.78365 0.18356
C 2.35035 3.06526 1.65244
C 2.18148 1.46208 1.36199
N 1.21058 0.74262 2.28339
N -0.01413 0.70423 1.56877
N -0.70153 1.87864 1.58733
C -2.02088 1.92472 0.90722
C -2.71974 0.64823 0.08069
C -4.18784 0.70817 -0.64763
N -4.76778 2.12395 -0.54547
C -6.08768 2.13731 -1.33299
C -1.76944 -0.72858 0.10539
C -2.32687 -2.05544 -0.66570
C -2.62364 -3.32529 0.55055
C -2.04412 -4.89481 0.08551
O -3.62605 -4.44706 0.12440
C -0.31907 -0.62546 0.93093
C 0.56808 -1.99621 0.99170
C 2.14722 -1.85422 0.59923
O 2.43942 -1.10625 -0.62824
C 3.84532 -1.47730 -1.00148
C 3.67768 -2.47193 -2.32932
H 3.81725 2.79150 -1.60460
H 4.62057 2.43260 0.07697
H 4.78829 4.15577 -0.73915
H 2.77925 4.96193 0.31176
H 1.79080 3.59270 -0.60271
H 1.41508 3.58699 2.13177
H 3.34890 3.21130 2.27865
H 3.24903 0.97308 1.54347
H 1.92568 1.34775 0.21362
H 1.09014 1.34644 3.13285
H -2.66049 2.92832 0.93624
H -4.97241 0.01158 -0.08336
H -4.19932 0.36199 -1.76884
H -4.07191 2.70891 -1.08086
H -6.82526 1.43184 -0.72011
H -6.58429 3.20679 -1.32657
H -5.90322 1.75245 -2.43717
H -3.41484 -1.93862 -1.09744
H -1.55568 -2.51303 -1.41718
H -2.52663 -3.00468 1.75937
H -1.78443 -5.03385 -1.06671
H -1.86939 -5.69733 0.91844
H 0.53980 -2.36352 2.12708
H 0.12669 -2.87868 0.36319
H 2.57960 -2.96643 0.54415
H 2.69281 -1.30578 1.48813
H 4.42040 -2.02130 -0.13914
H 4.45058 -0.49595 -1.24961
H 3.48355 -3.57257 -1.96412
H 2.69100 -2.10203 -2.86856
H 4.64393 -2.35831 -2.99338
*
```

strongest force on any atom = 5.88 eV/Å
DFT total energy = -28164.096 eV
energy relative to the best compared isomer or geometry (same formula, charge and spin) = 366.13 kcal per mole
LUMO = -4.61 eV
SMILES = CCCCN[n+]1ncc(CNC)c(C[C@@H]2CO2)c1CCOCC
orbital gap = 8.0 eV



C17H31NO3 | ωB97M-V with the def2-TZVPD basis set

Structure (ORCA input):
```
! RIJCOSX wB97M-V def2-TZVPD def2/J DEFGRID3
* xyz 0 1
C -4.86690 0.11679 2.11098
C -5.85725 0.01000 0.95795
C -5.21171 -0.32185 -0.38890
C -4.26322 0.76305 -0.91838
C -2.79184 0.47058 -0.63113
C -1.88890 1.58669 -1.15950
N -0.49861 1.32597 -0.86744
C 0.40501 1.03881 -1.81556
O 0.16355 1.01072 -3.00424
C 1.81607 0.70603 -1.30064
C 2.21317 1.48244 -0.07388
O 1.57202 1.56041 0.95069
O 3.37699 2.09992 -0.26079
C 3.90425 2.86375 0.82656
C 4.64731 1.97874 1.81690
C 1.93257 -0.82357 -1.06985
C 3.36953 -1.18918 -0.69092
C 3.52143 -2.70085 -0.55229
C 2.56012 -3.23245 0.50535
C 1.12544 -2.86691 0.14114
C 0.96894 -1.35489 -0.00924
H -4.20453 0.96811 1.97919
H -4.26574 -0.78717 2.18273
H -5.39902 0.24797 3.05092
H -6.58317 -0.77339 1.18992
H -6.40790 0.94942 0.86802
H -6.01680 -0.47256 -1.11126
H -4.67090 -1.26670 -0.30523
H -4.38276 0.85186 -2.00007
H -4.53452 1.72720 -0.48336
H -2.62921 0.35833 0.44174
H -2.51015 -0.46767 -1.11422
H -2.17702 2.54340 -0.71087
H -1.97744 1.66330 -2.24574
H -0.20248 1.34005 0.09991
H 2.51250 0.97031 -2.10258
H 4.57706 3.58735 0.36285
H 3.08081 3.38453 1.32605
H 3.95542 1.28529 2.28900
H 5.10325 2.59553 2.58586
H 5.42422 1.41440 1.30647
H 1.68965 -1.29815 -2.02746
H 4.06117 -0.81203 -1.44719
H 3.62369 -0.71657 0.26099
H 4.55053 -2.94541 -0.28097
H 3.30563 -3.17647 -1.51157
H 2.65902 -4.31650 0.58982
H 2.81060 -2.79640 1.47528
H 0.44110 -3.22993 0.91066
H 0.85761 -3.35203 -0.80049
H 1.17119 -0.87102 0.94827
H -0.05978 -1.12924 -0.29350
*
```

strongest force on any atom = 0.64 eV/Å
DFT total energy = -25766.426 eV
energy relative to the best compared isomer or geometry (same formula, charge and spin) = 13.14 kcal per mole
LUMO = 0.83 eV
SMILES = CCCCCCNC(=O)[C@@H](C(=O)OCC)C1CCCCC1
orbital gap = 10.2 eV



C17H32CuNO2P2 | ωB97M-V with the def2-TZVPD basis set

Structure (ORCA input):
```
! RIJCOSX wB97M-V def2-TZVPD def2/J DEFGRID3
* xyz 1 2
Cu 0.31190 1.03685 -0.07355
P -1.93155 0.34921 -0.28344
C -2.06929 0.95245 -2.16731
C -0.79472 1.48568 -2.77597
N 0.32595 1.47345 -1.99828
C 1.57538 1.69661 -2.48818
C 1.73347 2.32708 -3.72571
C 0.57483 2.53447 -4.50141
C -0.67694 2.04632 -4.06470
C 2.72883 1.23161 -1.58309
P 2.15434 -0.07433 -0.39239
H -1.60462 2.16974 -4.64265
H 2.75089 2.59233 -4.04742
H 0.66150 3.04229 -5.47081
H 3.57161 0.81075 -2.14148
H 3.11255 2.03152 -0.93078
H -2.61871 0.23210 -2.78404
H -2.82915 1.73241 -2.12825
H -0.68162 -2.38725 -3.12024
O -0.88351 -2.50017 -4.05391
H -1.83025 -2.68625 -4.06162
H -0.49153 -3.52905 0.48456
O -0.12387 -3.94492 -0.28875
H -0.58522 -4.79447 -0.21849
C 2.41472 -1.60109 -1.37863
H 3.34987 -1.49960 -1.96865
H 2.47931 -2.48377 -0.71501
H 1.55289 -1.75751 -2.05415
C 3.40842 -0.20481 0.92633
H 3.17934 -1.06399 1.57397
H 4.42168 -0.32464 0.51869
H 3.37524 0.70208 1.54498
C -2.96081 1.73703 0.27853
H -3.93040 1.69128 -0.22665
H -3.07293 1.64579 1.35881
H -2.44542 2.66605 0.00971
C -3.03292 -1.09254 -0.22678
H -3.39720 -1.15274 0.80591
H -3.90872 -0.97476 -0.88130
H -2.51352 -2.02739 -0.47717
C 1.23831 -0.86835 4.28593
C -0.05483 -0.26153 3.69104
C -1.27475 -0.83616 4.43304
C -0.00615 1.27891 3.85674
C -0.32339 -0.42545 2.21975
C -0.82784 0.03496 1.16014
H 1.41368 -0.64971 5.35927
H 2.12102 -0.48059 3.75980
H 1.22624 -1.95829 4.20661
H -1.32790 -0.63514 5.51395
H -2.17773 -0.40434 3.98572
H -1.30725 -1.92128 4.30344
H 0.87483 1.67401 3.32820
H -0.90383 1.69648 3.37933
H 0.02970 1.66870 4.88631
*
```

strongest force on any atom = 4.03 eV/Å
DFT total energy = -86941.390 eV
LUMO (spin up / spin down) = -2.92 / -3.03 eV
<S²> = 0.759
orbital gap (spin up / spin down) = 5.6 / 7.9 eV